(1)
# C3H2F2

One molecule with the formula C3H2F2 (the ωB97M-V functional and the def2-TZVPD basis, the Open Molecules 2025 dataset).

Each line ends with the natural charge from an NBO analysis.
Atoms and positions in Å:
C (0.094, 0.305, -0.084)  -0.508
C (1.955, 0.580, 0.128)  0.522
C (-1.157, -0.458, 0.030)  0.258
F (2.726, -0.449, -0.046)  -0.318
F (-2.345, 0.142, -0.137)  -0.321
H (-0.037, 1.334, -0.383)  0.192
H (-1.236, -1.456, 0.491)  0.176

Properties
**E_LUMO**: -1.01 eV
**Energy**: -315.012063 a.u.
**Kohn-Sham gap**: 8.65 eV
**Highest occupied orbital energy**: -9.7 eV

(2)
# C3H2F2

A 2-piece molecular cluster, C3H2F2 overall (the ωB97M-V functional and the def2-TZVPD basis, the Open Molecules 2025 dataset).

Each line ends with the natural charge from an NBO analysis.
Atoms and positions in Å:
C (-2.671, 0.827, -0.177)  0.041
C (0.161, -0.076, 0.261)  0.406
C (1.047, -1.006, 0.130)  -0.002
F (0.301, 1.175, 0.624)  -0.301
F (2.354, -0.589, 0.047)  -0.341
H (-2.155, 1.775, -0.674)  -0.015
H (0.963, -2.107, -0.211)  0.213

Properties
**E_LUMO (spin up / spin down)**: -1.15 / -1.70 eV
**Energy**: -314.875364 a.u.
**Kohn-Sham gap (spin up / spin down)**: 9.12 / 7.93 eV
**Highest occupied orbital energy (spin up / spin down)**: -10.3 / -9.6 eV

(3)
# C3H2F2

A 2-piece molecular cluster, C3H2F2 overall (the ωB97M-V functional and the def2-TZVPD basis, the Open Molecules 2025 dataset).

Each line ends with the natural charge from an NBO analysis.
Atoms and positions in Å:
C (0.016, -0.459, 0.177)  0.289
C (1.483, 1.035, 0.424)  0.454
C (-1.139, -0.001, -0.128)  -0.579
F (0.475, -1.644, 0.140)  -0.313
F (2.418, 0.491, -0.208)  -0.303
H (-1.112, 1.113, -0.083)  0.227
H (-2.140, -0.535, -0.322)  0.225

Properties
**E_LUMO**: -0.53 eV
**Energy**: -315.017726 a.u.
**Kohn-Sham gap**: 8.55 eV
**Highest occupied orbital energy**: -9.1 eV

(4)
# C3H2F2

One molecule with the formula C3H2F2 (the ωB97M-V functional and the def2-TZVPD basis, the Open Molecules 2025 dataset).

Each line ends with the natural charge from an NBO analysis.
Atoms and positions in Å:
F (-2.429, -0.587, -0.075)  -0.380
C (-0.839, -0.192, 0.019)  0.359
C (0.226, -0.708, 0.536)  -0.262
C (0.418, 0.542, -0.386)  0.200
F (0.721, 1.780, 0.099)  -0.340
H (0.990, -1.281, 1.059)  0.260
H (0.912, 0.446, -1.252)  0.162

Properties
**E_LUMO**: 0.17 eV
**Energy**: -315.079244 a.u.
**Kohn-Sham gap**: 11.65 eV
**Highest occupied orbital energy**: -11.5 eV
**Structure (SMILES)**: FC1=C[C@@H]1F

(5)
# C3H2F2O

One molecule with the formula C3H2F2O (the ωB97M-V functional and the def2-TZVPD basis, the Open Molecules 2025 dataset).

Each line ends with the natural charge from an NBO analysis.
Atoms and positions in Å:
O (1.680, -0.856, -0.106)  -0.503
C (1.257, 0.254, 0.085)  0.362
C (-0.200, 0.485, -0.032)  0.166
F (-0.639, 1.745, -0.088)  -0.305
C (-1.022, -0.571, -0.039)  0.239
F (-2.358, -0.591, 0.008)  -0.301
H (1.889, 1.127, 0.249)  0.141
H (-0.607, -1.593, -0.077)  0.201

Properties
**E_LUMO**: -0.12 eV
**Energy**: -390.430917 a.u.
**Kohn-Sham gap**: 10.16 eV
**Highest occupied orbital energy**: -10.3 eV
**Structure (SMILES)**: O=C/C(F)=C/F

(6)
# C3H2F3I

One molecule with the formula C3H2F3I (the ωB97M-V functional and the def2-TZVPD basis, the Open Molecules 2025 dataset).

Each line ends with the natural charge from an NBO analysis.
Atoms and positions in Å:
C (1.334, -0.442, 0.048)  -0.346
C (0.213, 0.105, 0.482)  -0.261
I (-0.024, 0.898, 2.408)  0.192
C (-0.990, 0.186, -0.420)  0.925
F (-2.056, 0.759, 0.134)  -0.311
F (-1.374, -1.036, -0.829)  -0.322
F (-0.713, 0.881, -1.537)  -0.322
H (2.209, -0.516, 0.669)  0.221
H (1.401, -0.836, -0.954)  0.223

Properties
**E_LUMO**: 0.29 eV
**Energy**: -712.792268 a.u.
**Kohn-Sham gap**: 9.99 eV
**Highest occupied orbital energy**: -9.7 eV
**Structure (SMILES)**: C=C(I)C(F)(F)F

(7)
# C3H2F3O2

C3H2F3O2 as an isolated structure (the ωB97M-V functional and the def2-TZVPD basis, the Open Molecules 2025 dataset).

Each line ends with the natural charge from an NBO analysis.
Atoms and positions in Å:
C (-1.394, -0.929, 0.129)  0.834
C (1.093, 0.088, -0.248)  -0.039
C (-0.248, 0.680, 0.148)  0.435
O (-0.686, -1.885, 0.184)  -0.732
O (-2.530, -0.649, 0.004)  -0.690
F (2.165, 0.948, -0.025)  -0.396
F (-0.120, 1.271, 1.466)  -0.406
F (-0.714, 1.622, -0.710)  -0.366
H (1.176, -0.408, -1.361)  0.163
H (1.257, -0.737, 0.413)  0.196

Properties
**E_LUMO**: 4.14 eV
**Total charge**: -1
**Energy**: -565.632557 a.u.
**Kohn-Sham gap**: 8.04 eV
**Highest occupied orbital energy**: -3.9 eV

(8)
# C3H2F5N2P

C3H2F5N2P as an isolated structure (the ωB97M-V functional and the def2-TZVPD basis, the Open Molecules 2025 dataset).

Each line ends with the natural charge from an NBO analysis.
Atoms and positions in Å:
C (-1.747, 0.189, -0.267)  -0.331
C (-0.387, -1.219, 0.045)  0.427
C (1.873, 0.515, 0.397)  0.776
N (-1.133, 1.156, -0.975)  -0.093
N (0.060, 1.116, -1.302)  -0.337
F (-0.199, -1.378, 1.311)  -0.306
F (-1.029, -2.271, -0.475)  -0.340
F (2.972, -0.132, 0.870)  -0.333
F (2.252, 1.652, 0.005)  -0.284
F (1.014, 0.655, 1.489)  -0.354
P (0.929, -0.413, -1.005)  0.685
H (-2.551, -0.362, -0.857)  0.245
H (-2.054, 0.492, 0.765)  0.246

Properties
**E_LUMO**: -0.27 eV
**Energy**: -1065.600743 a.u.
**Kohn-Sham gap**: 9.04 eV
**Highest occupied orbital energy**: -9.3 eV

(9)
# C3H2FHgLiO3

C3H2FHgLiO3 as an isolated structure (the ωB97M-V functional and the def2-TZVPD basis, the Open Molecules 2025 dataset).

Each line ends with the Mulliken spin population.
Atoms and positions in Å:
O (-0.488, -1.323, -0.087)  0.055
C (-0.769, -0.150, 0.494)  -0.019
C (0.745, -1.197, -0.773)  0.793
O (-1.221, -0.020, 1.611)  0.009
O (-0.421, 0.779, -0.363)  0.058
C (0.726, 0.225, -1.078)  0.824
Hg (-0.545, 2.028, 2.377)  0.000
F (2.365, -1.266, -1.281)  0.150
H (1.109, -2.147, -0.351)  0.048
H (0.827, 0.634, -2.083)  0.043
Li (2.208, 1.161, 0.673)  0.039

Properties
**E_LUMO (spin up / spin down)**: -1.25 / -2.07 eV
**Energy**: -601.799055 a.u.
**Kohn-Sham gap (spin up / spin down)**: 5.32 / 6.50 eV
**⟨S²⟩**: 2.008
**Highest occupied orbital energy (spin up / spin down)**: -6.6 / -8.6 eV
**Multiplicity**: 3

(10)
# C3H2FIN2

One molecule with the formula C3H2FIN2 (the ωB97M-V functional and the def2-TZVPD basis, the Open Molecules 2025 dataset).

Each line ends with the natural charge from an NBO analysis.
Atoms and positions in Å:
C (0.553, 0.906, 0.981)  -0.352
C (-0.182, 0.224, 1.712)  0.413
C (-0.886, -1.023, -0.955)  -0.018
N (0.065, -0.324, -1.177)  -0.178
N (0.781, 0.541, -0.709)  -0.368
F (-0.668, -0.930, 2.008)  -0.269
I (-1.387, -2.730, -2.015)  0.167
H (0.835, 1.868, 1.125)  0.216
H (0.889, 1.469, -0.969)  0.388

Properties
**E_LUMO (spin up / spin down)**: -0.87 / -0.85 eV
**Energy**: -622.292855 a.u.
**Kohn-Sham gap (spin up / spin down)**: 6.73 / 7.66 eV
**Highest occupied orbital energy (spin up / spin down)**: -7.6 / -8.5 eV

Asked for energy above the lowest of the compared OMol25 structures with the same formula, charge and spin across the records above, the calculation gives 4.2506 7.9704 4.0965 2.4225 0.8096 0.0000 0.4365 0.9534 4.4441 7.5776 eV in order.
Asked for F_max across the records above, the calculation gives 5.6 3.5 5.5 5.2 1.3 0.5 3.7 5.2 4.8 5.7 eV Å⁻¹ in order.